{"formula": "C4H5ClFP", "method": "the ωB97M-V functional and the def2-TZVPD basis", "elements": ["C", "C", "C", "C", "F", "P", "Cl", "H", "H", "H", "H", "H"], "coordinates": [[1.542817, 0.062282, 0.603382], [0.582167, 0.972969, 0.585679], [0.829623, -0.723835, -0.437628], [-0.243009, 0.322332, -0.399834], [-1.919875, -1.567333, -0.640180], [-1.586286, -0.528761, 0.498317], [-3.535393, 1.270216, 0.214938], [2.360104, -0.025931, 1.186207], [0.521588, 1.861222, 1.115379], [1.361369, -0.755629, -1.401603], [0.479763, -1.694601, -0.053676], [-0.392868, 0.807073, -1.270982]], "forces_ev_per_angstrom": [[-2.4, 0.6, -1.1], [1.6, 0.8, 1.2], [1.5, -2.1, -0.4], [-1.6, -1.0, 1.9], [-0.6, -0.2, -0.1], [-1.7, 2.0, -0.8], [2.1, -1.9, 0.2], [2.8, -0.5, 1.5], [-0.5, 1.7, 0.9], [-0.4, -0.6, 0.3], [0.5, -0.3, -0.6], [-1.2, 1.5, -2.9]], "mulliken_charge": [-0.476, -0.643, -0.783, 0.125, -0.198, 0.286, -0.447, 0.489, 0.505, 0.258, 0.266, 0.619], "lumo_energy_ev": -1.12, "fmax_ha_per_bohr": 0.0675, "e_above_lowest_kcal_mol": 18.8, "total_charge": 0, "gap_ev": 8.909, "total_energy_ev": -28755.7904}